Entry from the OMol25 dataset: a cluster of 7 separate species, C38H97N7O12 in total at a distorted geometry (wB97M-V/def2-TZVPD).

Computed properties:
Lowest unoccupied orbital energy: 0.6 eV
SMILES string: COC[C@H](C)N.COC[C@H](C)N.COCCNCCOC.COCCNCCOC.COCCNCCOC.COCCNCCOC.COCCNCCOC
Highest occupied orbital energy: -8.10 eV
Molecular weight: 844.23 g/mol
Max |F|: 0.06130 Eh/bohr
Electronic energy: -2791.826076 Eh
Energy above the lowest of the compared OMol25 structures with the same formula, charge and spin: 246.20 kJ/mol
Kohn-Sham gap: 8.73 eV

Positions of all 154 atoms, in Å:
C  0.44485  -5.09404  0.89081
O  -0.70791  -5.60363  0.17159
C  -0.31149  -6.10294  -1.08724
C  -1.56666  -6.66108  -1.84982
N  -2.18922  -7.76046  -1.09207
C  -3.43682  -8.19848  -1.77901
C  -4.33187  -8.96572  -0.82013
O  -4.85016  -8.12093  0.18657
C  -5.69442  -8.91408  1.08222
H  1.21399  -5.83486  1.10921
H  0.12042  -4.71853  1.86129
H  0.86832  -4.20163  0.42997
H  0.39077  -6.91445  -0.89645
H  0.22501  -5.33844  -1.64921
H  -1.27081  -7.03869  -2.82858
H  -2.21476  -5.79189  -1.96193
H  -2.47494  -7.32283  -0.22782
H  -3.14248  -8.78886  -2.64672
H  -4.07891  -7.39396  -2.13756
H  -3.79858  -9.82289  -0.40908
H  -5.17476  -9.33513  -1.40424
H  -5.01551  -9.46524  1.73292
H  -6.18952  -9.68506  0.49184
H  -6.30496  -8.22424  1.66485
C  3.57225  2.63100  -4.50129
O  3.43148  1.47800  -3.66309
C  3.81573  0.28190  -4.30037
C  3.49815  -0.94530  -3.44786
N  4.41825  -1.05239  -2.33290
C  3.97763  -2.00405  -1.26136
C  4.98403  -2.21411  -0.06521
O  4.34383  -2.75465  1.07157
C  4.05330  -4.13919  0.98556
H  3.23971  2.40090  -5.51350
H  4.57122  3.06412  -4.45059
H  2.81816  3.36021  -4.20516
H  4.85730  0.30727  -4.62067
H  3.13952  0.19839  -5.15117
H  3.29902  -1.87284  -3.98462
H  2.56115  -0.73183  -2.93351
H  4.59934  -0.21540  -1.79741
H  3.82526  -2.99281  -1.69406
H  2.98280  -1.76736  -0.88400
H  5.36804  -1.24860  0.26408
H  5.86653  -2.80152  -0.31866
H  3.27646  -4.35720  0.25269
H  3.59510  -4.47068  1.91735
H  4.93709  -4.75499  0.81874
C  -2.16973  -1.75862  2.63214
O  -3.12156  -0.81231  3.12695
C  -3.20684  0.39047  2.30807
C  -4.31607  1.20270  3.03788
N  -4.76260  2.44909  2.42928
C  -3.85542  3.65676  2.55808
C  -3.90923  4.28225  3.98393
O  -5.29661  4.59612  4.32814
C  -5.42048  4.75207  5.75478
H  -1.22239  -1.35836  2.27095
H  -2.64095  -2.19674  1.75230
H  -2.00755  -2.56752  3.34450
H  -3.49186  0.15666  1.28230
H  -2.23903  0.88840  2.36721
H  -4.16510  1.35652  4.10636
H  -5.16297  0.52149  3.12051
H  -5.74719  2.67400  2.43945
H  -4.22013  4.38195  1.83063
H  -2.79636  3.46535  2.38526
H  -3.35960  5.20241  4.18222
H  -3.61828  3.47085  4.65106
H  -5.07398  3.86757  6.28928
H  -6.47474  4.91987  5.97495
H  -4.95030  5.71574  5.95069
C  -0.46157  1.89400  -5.76323
O  -1.47795  1.52880  -4.83899
C  -2.76735  1.76543  -5.42889
C  -3.85055  1.45737  -4.47056
N  -3.84657  0.03603  -4.17360
C  -4.41695  -0.26457  -2.85311
C  -3.98070  -1.70772  -2.55563
O  -2.60684  -1.73519  -2.29397
C  -2.00349  -2.99157  -1.91411
H  -0.38784  1.16799  -6.57291
H  0.48355  1.83869  -5.22303
H  -0.56360  2.93003  -6.08624
H  -2.90141  1.16070  -6.32578
H  -2.79871  2.79369  -5.78916
H  -4.79807  1.85047  -4.83903
H  -3.64934  2.05391  -3.58077
H  -2.96936  -0.46101  -4.23324
H  -5.50025  -0.14918  -2.81766
H  -3.89002  0.38823  -2.15719
H  -4.28136  -2.50192  -3.23896
H  -4.41603  -1.87830  -1.57101
H  -2.46201  -3.35816  -0.99570
H  -0.92999  -2.88084  -1.76106
H  -2.18713  -3.63779  -2.77248
C  0.46465  -0.01647  5.79344
O  0.92231  0.78957  4.70877
C  2.35703  0.73672  4.39632
C  2.66342  1.80892  3.37262
N  2.16646  3.09345  3.84301
C  2.03505  4.03370  2.75427
C  1.56912  5.45260  3.18131
O  0.28245  5.33937  3.78814
C  -0.23930  6.57533  4.17001
H  0.82039  -1.04633  5.82394
H  -0.62375  -0.07527  5.79894
H  0.87492  0.41080  6.70842
H  2.76813  -0.23896  4.13720
H  2.91409  1.01251  5.29171
H  2.15736  1.57695  2.43550
H  3.74039  1.83758  3.20702
H  1.24483  2.87676  4.19478
H  1.27763  3.58165  2.11389
H  2.90752  4.15615  2.11247
H  1.52482  6.16007  2.35329
H  2.24275  5.80371  3.96300
H  0.27076  7.02041  5.02432
H  -1.28117  6.39146  4.43234
H  -0.28566  7.32067  3.37602
C  3.02135  5.28621  -1.32964
C  4.28178  4.68834  -0.57549
C  5.08606  3.58300  -1.42412
O  6.19709  2.99067  -0.84347
C  6.91618  2.13454  -1.76931
N  5.07178  5.84757  -0.35856
H  2.33029  4.49873  -1.63034
H  3.30861  5.77695  -2.25956
H  2.41236  5.95682  -0.72341
H  3.93838  4.26145  0.36682
H  5.41068  4.07026  -2.34353
H  4.36659  2.79921  -1.66106
H  7.06580  2.59764  -2.74463
H  6.37544  1.19291  -1.86433
H  7.88744  1.94137  -1.31385
H  5.73074  5.97891  -1.11264
H  5.69186  5.58699  0.39491
C  0.71423  2.16540  -1.16167
C  0.12253  0.78394  -1.23290
C  0.11655  -0.07640  0.07923
O  1.39533  -0.24693  0.54028
C  1.41369  -1.06881  1.70975
N  -1.24537  0.95711  -1.64303
H  1.79491  2.08115  -1.04705
H  0.32284  2.72886  -0.31466
H  0.56173  2.72450  -2.08484
H  0.66079  0.25119  -2.01683
H  -0.32479  -1.04440  -0.15807
H  -0.48748  0.34957  0.88035
H  1.16098  -2.11706  1.55031
H  0.76320  -0.70157  2.50354
H  2.46442  -1.02748  1.99669
H  -1.63252  0.07610  -1.94969
H  -1.31612  1.71531  -2.30653

Löwdin population analysis, charges in e, atoms 1 to 5: -0.0935, -0.1947, -0.2284, -0.1918, -0.0420

Entry from the OMol25 dataset: the molecule C5H3NS2 at a distorted geometry (wB97M-V/def2-TZVPD).

Computed properties:
Lowest unoccupied orbital energy: -0.9 eV
Highest occupied orbital energy: -7.84 eV
Molecular weight: 141.22 g/mol
Max |F|: 0.08608 Eh/bohr
Electronic energy: -1043.306284 Eh
Energy above the lowest of the compared OMol25 structures with the same formula, charge and spin: 74.21 kJ/mol
Kohn-Sham gap: 6.91 eV

Positions of all 11 atoms, in Å:
C  -0.99305  1.23741  -0.50112
C  -1.32199  -0.17844  -0.13866
C  0.54252  -1.43620  0.73281
C  0.14111  1.85686  -0.51669
C  1.66473  -1.38535  0.13734
N  -0.71569  -1.12403  0.43388
S  1.38683  2.88807  -0.34567
S  3.10161  -1.47420  -0.50362
H  -1.93789  1.78245  -0.72004
H  -2.38595  -0.35944  -0.33670
H  0.51776  -1.80713  1.75847

Löwdin population analysis, charges in e, atoms 1 to 5: -0.1611, -0.1471, -0.2907, -0.6122, -0.6503

Entry from the OMol25 dataset: a cluster of 2 separate species, C2HClF4S in total at a distorted geometry (wB97M-V/def2-TZVPD).

Computed properties:
Lowest unoccupied orbital energy (alpha / beta): -1.4 / -2.0 eV
Highest occupied orbital energy (alpha / beta): -9.40 / -9.24 eV
Molecular weight: 168.54 g/mol
Max |F|: 0.06415 Eh/bohr
Electronic energy: -1334.546887 Eh
Energy above the lowest of the compared OMol25 structures with the same formula, charge and spin: 220.90 kJ/mol
Kohn-Sham gap (alpha / beta): 8.03 / 7.22 eV

Positions of all 9 atoms, in Å:
C  -0.95045  0.25148  0.52898
C  -1.31467  0.92240  -0.78434
F  0.33271  -0.18841  0.40371
F  -1.15499  1.10989  1.58223
F  -0.96549  0.15825  -1.83434
F  -0.84247  2.16792  -0.85420
S  -3.96519  1.28742  -0.79288
Cl  -4.07383  1.46129  1.15159
H  -1.66862  -0.42454  0.80001

Löwdin population analysis, charges in e, atoms 1 to 5: -0.3344, -0.3619, 0.1044, 0.0232, 0.1138

Entry from the OMol25 dataset: the molecule C3H4BrN at a distorted geometry (wB97M-V/def2-TZVPD).

Computed properties:
Lowest unoccupied orbital energy (alpha / beta): -0.9 / -0.5 eV
SMILES string: [H]/N=C/C(=C)Br
Highest occupied orbital energy (alpha / beta): -9.46 / -8.68 eV
Molecular weight: 133.98 g/mol
Max |F|: 0.14807 Eh/bohr
Electronic energy: -2745.309956 Eh
Energy above the lowest of the compared OMol25 structures with the same formula, charge and spin: 399.23 kJ/mol
Kohn-Sham gap (alpha / beta): 8.53 / 8.16 eV

Positions of all 9 atoms, in Å:
C  0.27025  1.61044  -0.77495
C  -0.40354  -0.63569  0.53618
C  0.62163  -0.05043  -0.20984
N  -0.28028  -1.85737  0.93774
Br  2.26581  -0.77114  -0.62588
H  0.55354  2.13279  -1.67286
H  -0.87145  1.68381  -0.55726
H  -1.07514  0.16600  0.86222
H  -1.08082  -2.27842  1.50465

Löwdin population analysis, charges in e, atoms 1 to 5: 0.0734, -0.3960, -0.7137, 0.0730, 0.7423

Entry from the OMol25 dataset: a structure of composition C42H49ClEuN12O3PS at a distorted geometry (wB97M-V/def2-TZVPD).

Computed properties:
Lowest unoccupied orbital energy (alpha / beta): -3.3 / -3.3 eV
Net charge: +1
Highest occupied orbital energy (alpha / beta): -9.01 / -9.19 eV
Molecular weight: 1020.39 g/mol
2S+1: 8
Max |F|: 0.04934 Eh/bohr
Electronic energy: -4422.588873 Eh
Energy above the lowest of the compared OMol25 structures with the same formula, charge and spin: 0.00 kJ/mol
<S²>: 15.76
Kohn-Sham gap (alpha / beta): 5.68 / 5.86 eV

Positions of all 110 atoms, in Å:
Eu  12.38684  11.71680  17.58150
C  10.01031  7.40444  17.38543
C  10.57755  8.58703  17.79325
N  10.85859  9.54160  16.90033
C  10.66784  9.28169  15.55783
C  10.11715  8.05773  15.19282
N  9.82000  7.13792  16.09147
C  11.15255  10.24685  14.57538
C  11.37946  9.79762  13.25246
C  11.98223  10.61216  12.31895
C  12.23854  11.93100  12.73655
C  11.90117  12.33706  14.02044
N  11.51558  11.47337  15.00360
C  12.14323  13.72634  14.41169
C  12.33703  14.74027  13.43834
N  12.74114  15.95491  13.73896
C  12.85757  16.23446  15.03167
C  12.68640  15.29811  16.00988
N  12.29170  14.02907  15.73716
C  12.36530  10.16020  10.94954
C  12.67417  11.07092  9.93831
C  12.91145  10.60687  8.66348
N  12.84838  9.31732  8.35112
C  12.52920  8.45630  9.29301
C  12.30789  8.81179  10.60899
H  9.68432  6.58942  18.05934
H  10.83388  8.80289  18.83272
H  9.89968  7.77109  14.17512
H  11.09602  8.76888  12.96466
H  12.80579  12.59452  12.11083
H  12.19878  14.52468  12.37569
H  13.14321  17.27538  15.27245
H  12.86445  15.54278  17.06788
H  12.71322  12.15867  10.14037
H  13.23376  11.29345  7.85828
H  12.47357  7.38207  9.03355
H  12.08415  8.02656  11.34711
Cl  6.46996  17.04069  19.01636
C  7.65170  15.88812  18.68175
C  7.33581  15.11294  17.52841
C  7.99699  13.93106  17.31744
C  9.20751  13.64514  18.02819
O  9.88002  12.56842  17.78058
C  9.70730  14.65712  18.98860
C  11.07936  14.64119  19.37308
O  11.95078  13.81708  18.93533
C  8.82881  15.67548  19.36927
H  6.48334  15.45543  16.90157
H  7.72440  13.26118  16.49532
H  11.47525  15.42184  20.05153
H  9.01615  16.35667  20.20121
C  8.83343  12.21862  22.36797
C  8.61262  11.36273  21.15736
N  9.82820  11.30065  20.39033
C  11.06449  11.22124  20.91826
N  12.10766  11.01491  20.10852
C  13.30100  10.58947  20.80026
C  13.62307  11.40904  22.04561
C  12.39899  11.38380  22.97160
N  11.16432  11.45781  22.25657
C  10.00284  11.69745  23.17302
H  7.92031  12.26925  22.99054
H  8.97518  13.28496  22.06364
H  7.75114  11.65081  20.51750
H  8.32922  10.32009  21.41762
H  9.85324  11.59528  19.40437
H  14.11280  10.61445  20.03411
H  13.20004  9.50733  21.03454
H  13.88787  12.45203  21.78001
H  14.51242  10.96929  22.55129
H  12.46549  12.17913  23.69313
H  12.41246  10.44934  23.55257
H  10.36655  12.41640  23.91162
H  9.72815  10.77571  23.73562
O  14.07297  9.76151  17.19459
S  15.35027  8.95075  16.97746
C  15.18464  8.18811  15.29643
C  14.60097  6.78646  15.46070
C  14.43785  6.37697  16.95426
C  15.17474  7.33946  17.85499
H  16.22724  8.17061  14.88682
H  14.59793  8.92631  14.71293
H  15.32894  6.06727  15.01078
H  13.64474  6.71230  14.92030
H  14.85873  5.36351  17.05929
H  13.33199  6.31102  17.18339
H  16.20555  7.00558  18.02193
H  14.69742  7.52423  18.85403
C  18.04127  14.47377  15.68661
N  17.65492  13.09636  15.50395
C  18.40270  12.23535  16.43484
N  18.27778  12.67609  17.80083
C  18.67062  14.06924  17.91693
N  17.87195  14.93553  17.07238
C  16.50564  15.07252  17.43944
P  15.60924  13.36169  17.40193
C  16.23337  12.95808  15.65675
C  16.93957  12.43718  18.32397
H  17.46445  15.12861  15.03014
H  19.11297  14.57752  15.43253
H  19.47299  12.24809  16.16703
H  18.02142  11.22036  16.33836
H  19.72062  14.19127  17.58548
H  18.60061  14.37743  18.97694
H  15.96551  15.75243  16.75227
H  16.37923  15.51015  18.46294
H  15.71089  13.65935  14.99685
H  15.93837  11.91457  15.40252
H  16.75339  11.35794  18.31859
H  16.86196  12.73367  19.36613

Löwdin population analysis, charges in e, atoms 1 to 5: 1.5121, -0.1061, -0.1042, 0.0731, -0.1748